{
  "formula": "C14H28N2O4",
  "method": "wB97M-V/def2-TZVPD",
  "symbols": ["C", "H", "H", "H", "C", "C", "H", "H", "H", "O", "C", "C", "H", "H", "C", "N", "C", "O", "C", "O", "N", "H", "C", "C", "C", "O", "C", "C", "H", "H", "H", "C", "H", "H", "H", "H", "H", "H", "H", "H", "H", "H", "H", "H", "H", "H", "H", "H"],
  "coordinates": [[-0.4582, -2.3412, -0.2149], [-0.0567, -3.1991, -0.7468], [-0.0996, -2.3545, 0.8110], [-0.1151, -1.4296, -0.6961], [-1.9849, -2.3699, -0.2358], [-2.4845, -2.2365, -1.6763], [-2.0439, -3.0220, -2.2851], [-3.5663, -2.3281, -1.7360], [-2.1775, -1.2727, -2.0763], [-2.4138, -1.3079, 0.6029], [-3.6764, -1.4130, 1.2134], [-4.8246, -0.7261, 0.4572], [-5.7536, -0.9291, 0.9925], [-4.9136, -1.1403, -0.5479], [-4.6267, 0.7894, 0.3617], [-3.4106, 1.1142, -0.3368], [-2.2978, 1.5260, 0.2790], [-2.2163, 1.9673, 1.4118], [-1.0693, 1.4143, -0.6281], [-1.1411, 0.9844, -1.7683], [0.0398, 1.8201, -0.0061], [-0.0855, 2.1160, 0.9553], [1.3675, 1.7317, -0.5560], [2.2553, 0.8076, 0.2762], [3.6427, 0.6569, -0.3402], [4.4081, -0.1650, 0.5063], [5.6202, -0.6510, -0.0448], [6.6782, 0.4460, -0.1898], [6.8322, 0.9348, 0.7692], [7.6167, 0.0089, -0.5190], [6.3722, 1.1922, -0.9191], [6.1062, -1.7548, 0.8893], [6.3203, -1.3352, 1.8682], [7.0051, -2.2170, 0.4917], [5.3336, -2.5102, 1.0001], [5.4114, -1.0791, -1.0418], [3.5651, 0.2028, -1.3411], [4.1079, 1.6484, -0.4522], [2.3666, 1.2061, 1.2858], [1.7949, -0.1779, 0.3546], [1.8117, 2.7326, -0.6035], [1.2594, 1.3475, -1.5741], [-3.2618, 0.7096, -1.2542], [-5.4776, 1.2434, -0.1573], [-4.5404, 1.2255, 1.3600], [-3.5669, -0.9277, 2.1899], [-3.9322, -2.4702, 1.3769], [-2.3425, -3.3242, 0.1886]],
  "forces_ev_per_angstrom": [[-0.434, -0.027, 0.165], [0.079, -0.074, -0.083], [0.066, -0.028, 0.087], [0.095, 0.126, -0.101], [0.236, -0.235, -0.206], [-0.056, -0.004, 0.401], [0.023, -0.092, -0.103], [-0.093, -0.025, -0.053], [0.037, 0.093, -0.069], [0.233, -0.008, -0.086], [-0.389, -0.051, 0.072], [0.479, 0.171, 0.114], [-0.067, -0.031, -0.021], [-0.094, -0.068, -0.007], [-0.258, -0.133, 0.179], [0.024, 0.102, -0.462], [-0.294, 0.129, -0.111], [0.037, -0.081, 0.171], [0.240, 0.037, 0.028], [-0.022, -0.081, -0.136], [-0.027, 0.154, 0.393], [-0.105, -0.042, -0.123], [0.228, -0.181, -0.133], [0.255, 0.037, -0.285], [-0.212, 0.155, 0.012], [-0.031, -0.070, 0.129], [0.385, -0.137, 0.003], [-0.428, -0.187, -0.037], [0.041, 0.054, 0.118], [0.121, -0.012, -0.059], [0.035, 0.106, -0.064], [-0.281, 0.261, -0.298], [0.065, 0.041, 0.138], [0.112, -0.061, -0.013], [-0.046, -0.110, 0.024], [-0.006, 0.051, 0.152], [0.011, 0.055, 0.058], [-0.019, -0.088, -0.048], [-0.016, -0.013, 0.074], [-0.041, -0.006, 0.028], [-0.038, -0.086, -0.083], [0.057, 0.107, 0.068], [0.108, 0.091, 0.133], [0.072, 0.021, 0.145], [-0.111, 0.008, -0.094], [-0.082, -0.103, -0.028], [0.064, 0.083, 0.029], [0.048, 0.154, -0.018]],
  "homo_energy_ev": -9.3,
  "smiles": "CC(C)OCCCNC(=O)C(=O)NCCCOC(C)C",
  "e_lumo_ev": 0.92,
  "spin_multiplicity": 1
}

---

{
  "formula": "CH4ClPS2",
  "method": "wB97M-V/def2-TZVPD",
  "symbols": ["C", "P", "S", "S", "Cl", "H", "H", "H", "H"],
  "coordinates": [[1.2691, -0.2170, -0.2195], [0.0428, 1.3027, -0.2107], [-1.7435, 0.1903, 2.0805], [-0.8224, 0.5409, -2.0735], [2.2180, -0.0718, 1.3129], [0.8456, -1.1483, -0.2680], [1.9030, -0.0146, -1.0432], [-0.5074, 0.0829, 2.7094], [-1.1254, 1.6547, -2.7842]],
  "forces_ev_per_angstrom": [[-0.150, 3.666, 1.332], [0.487, -1.325, -1.528], [0.795, -0.262, 0.760], [0.151, 0.376, 0.472], [-0.122, -0.200, -0.321], [-1.151, -2.197, -0.048], [0.800, -0.057, -0.673], [-0.962, 0.088, -0.507], [0.151, -0.088, 0.513]],
  "homo_energy_ev": [-7.6, -9.5],
  "s_squared": 2.01,
  "e_lumo_ev": [0.50, -2.80],
  "spin_multiplicity": 3
}

---

{
  "formula": "C7H16ClCrO4S",
  "method": "wB97M-V/def2-TZVPD",
  "symbols": ["Cr", "Cl", "C", "C", "C", "O", "C", "H", "H", "H", "H", "H", "H", "H", "H", "O", "S", "O", "O", "C", "C", "C", "H", "H", "H", "H", "H", "H", "H", "H"],
  "coordinates": [[0.3389, 3.3288, 2.3789], [-0.3481, 1.1030, 2.7769], [0.3053, -3.6225, 2.0224], [-1.1760, -3.5480, 2.4199], [-1.7231, -2.4161, 1.5733], [-0.9266, -2.4317, 0.3608], [0.3814, -2.8825, 0.6913], [0.6902, -4.6389, 2.0283], [0.8649, -3.0554, 2.7703], [-1.3669, -3.3433, 3.4749], [-1.7112, -4.4784, 2.2245], [-1.6402, -1.4406, 2.0579], [-2.7424, -2.5407, 1.2123], [1.0386, -2.0233, 0.8554], [0.6461, -3.6008, -0.0847], [-0.2258, 3.2131, 0.2593], [-0.8805, 2.5946, -0.8970], [-2.2231, 2.9638, -1.1902], [-0.0270, 2.9086, -2.2282], [1.4058, 2.8746, -2.1356], [2.1001, 3.3276, -3.3941], [-0.7754, 0.7527, -0.7651], [1.7304, 1.8556, -1.8931], [1.7779, 3.4545, -1.2861], [1.7889, 2.8089, -4.2992], [3.1644, 3.1329, -3.2578], [1.9889, 4.3975, -3.5693], [0.2617, 0.4546, -0.8532], [-1.5315, 0.3876, -1.4560], [-1.1857, 0.4638, 0.2032]],
  "forces_ev_per_angstrom": [[-1.332, -2.413, -1.394], [0.752, 2.052, -0.074], [-0.327, 0.425, 1.168], [-0.657, -0.220, 0.241], [0.223, -0.093, -1.203], [-0.309, 0.271, 0.559], [-0.365, -0.586, 0.182], [-0.024, 0.007, -0.218], [0.169, -0.182, -0.023], [0.345, 0.002, 0.039], [0.095, 0.022, -0.291], [0.111, 0.079, 0.167], [-0.120, -0.065, 0.328], [0.278, -0.111, -0.711], [0.575, 0.585, -0.248], [0.960, 0.689, 1.435], [-0.703, -2.101, -1.877], [0.700, 0.176, 0.401], [-0.717, 0.286, 1.450], [1.325, -0.672, 0.526], [-0.104, 0.327, -0.277], [-0.746, 1.535, 0.652], [-0.268, -0.129, -0.253], [-0.439, 0.348, -0.108], [-0.163, -0.155, 0.154], [0.004, -0.009, 0.018], [-0.114, -0.014, 0.068], [-0.091, -0.284, -0.310], [0.597, -0.046, -0.609], [0.344, 0.277, 0.206]],
  "homo_energy_ev": [-12.0, -12.0],
  "s_squared": 6.04,
  "total_charge": 1,
  "e_lumo_ev": [-6.83, -5.93],
  "spin_multiplicity": 5
}

---

{
  "formula": "CH4N2PS",
  "method": "wB97M-V/def2-TZVPD",
  "symbols": ["C", "N", "N", "P", "S", "H", "H", "H", "H"],
  "coordinates": [[0.8186, 0.5688, -0.0207], [1.4987, -0.5688, 0.0466], [-0.4806, 0.4345, 0.0097], [-1.8606, 1.6254, 0.0755], [-3.8833, -1.1024, 0.0332], [1.2078, 1.5958, -0.2867], [2.5172, -0.6476, 0.1616], [1.0165, -1.4654, -0.0387], [-0.8343, -0.4403, 0.0195]],
  "forces_ev_per_angstrom": [[0.074, -0.257, -0.924], [1.382, 0.272, -0.060], [-0.906, 4.790, -0.121], [-0.699, -3.160, -0.199], [1.953, 2.575, 0.041], [0.192, -1.406, 0.989], [-0.746, 0.449, -0.326], [0.125, 0.465, 0.308], [-1.376, -3.728, 0.292]],
  "homo_energy_ev": [-12.0, -12.0],
  "total_charge": 1,
  "e_lumo_ev": [-7.78, -7.78],
  "spin_multiplicity": 1
}

---

{
  "formula": "C10H11IS2",
  "method": "wB97M-V/def2-TZVPD",
  "symbols": ["C", "C", "C", "C", "C", "C", "C", "C", "C", "C", "S", "S", "I", "H", "H", "H", "H", "H", "H", "H", "H", "H", "H", "H"],
  "coordinates": [[-3.0744, -1.0514, 0.6486], [-2.6985, -0.5281, -0.5090], [-2.3158, -0.7962, 1.7907], [-1.5569, 0.1651, -0.6407], [-1.1619, -0.0892, 1.6895], [-0.8073, 0.6038, 0.4514], [1.9178, 0.4484, -1.6421], [1.3168, 1.6320, -0.7983], [2.5033, -0.7116, -0.7229], [0.5366, 1.1863, 0.4176], [1.0518, -1.2460, 0.2416], [1.7454, -2.3629, 1.6376], [1.3157, 2.0937, 2.1354], [-4.0653, -1.3813, 0.9014], [-3.3364, -0.6594, -1.3884], [-2.6976, -1.1121, 2.7422], [-1.3346, 0.6494, -1.6305], [-0.4878, 0.0627, 2.5417], [1.2304, -0.1279, -2.4524], [2.8868, 0.7712, -2.2197], [2.1742, 2.1999, -0.5155], [0.7093, 2.2867, -1.4499], [2.8972, -1.6548, -1.2513], [3.2510, -0.3784, 0.0229]],
  "forces_ev_per_angstrom": [[-1.310, 0.078, 3.335], [-1.668, -0.882, -2.826], [0.096, -0.171, -0.146], [2.330, 3.810, -1.731], [0.807, 2.147, -0.370], [-0.210, -2.049, 1.808], [1.592, -2.136, -1.924], [-0.588, -1.213, -1.396], [-0.586, -0.310, -0.389], [0.163, -0.662, -0.277], [1.228, 0.060, -0.475], [0.112, -0.145, 0.588], [-0.164, -0.222, 0.072], [-0.331, -0.694, -0.745], [0.259, 0.010, 0.209], [0.180, -0.348, 0.352], [-0.118, -0.742, 0.866], [-0.569, -0.123, -0.207], [1.231, 1.783, 1.957], [-2.105, -0.069, 0.761], [0.403, 0.493, 0.415], [0.107, -0.293, 0.181], [-0.550, 1.713, 0.429], [-0.310, -0.035, -0.484]],
  "homo_energy_ev": [-7.7, -7.5],
  "e_lumo_ev": [-0.96, -1.02],
  "spin_multiplicity": 1
}

---

{
  "formula": "C12H33IN3O3",
  "method": "wB97M-V/def2-TZVPD",
  "symbols": ["I", "C", "C", "C", "O", "C", "N", "H", "H", "H", "H", "H", "H", "H", "H", "H", "H", "H", "C", "C", "C", "O", "C", "N", "H", "H", "H", "H", "H", "H", "H", "H", "H", "H", "H", "C", "C", "C", "O", "C", "N", "H", "H", "H", "H", "H", "H", "H", "H", "H", "H", "H"],
  "coordinates": [[-1.0486, 0.4917, 1.4946], [-2.2440, -4.8419, 3.9360], [-1.8588, -3.6712, 3.0339], [-2.9020, -3.4551, 1.9495], [-2.9736, -4.5842, 1.1081], [-4.0395, -4.4981, 0.2087], [-1.6821, -2.4524, 3.8513], [-1.5288, -4.9630, 4.7519], [-2.2860, -5.7771, 3.3761], [-3.2275, -4.6844, 4.3968], [-0.9060, -3.9252, 2.5636], [-2.6315, -2.5713, 1.3524], [-3.8721, -3.2498, 2.4312], [-3.9866, -5.3641, -0.4533], [-3.9666, -3.5894, -0.4045], [-5.0063, -4.5092, 0.7288], [-2.6041, -2.2814, 4.2642], [-1.6148, -1.6683, 3.1911], [4.1590, -1.0489, 1.1339], [2.6960, -0.7389, 0.8921], [2.4719, -0.1781, -0.4987], [2.8699, -1.0987, -1.4991], [2.9332, -0.4920, -2.7490], [1.8586, -1.9181, 1.1207], [4.3286, -1.3645, 2.1659], [4.7597, -0.1515, 0.9537], [4.5183, -1.8293, 0.4617], [2.4224, 0.0908, 1.5668], [3.0592, 0.7486, -0.6145], [1.4196, 0.0971, -0.6329], [1.9669, -0.0581, -3.0509], [3.2042, -1.2568, -3.4764], [3.6725, 0.3265, -2.7652], [0.9108, -1.5583, 1.2806], [2.1090, -2.2613, 2.0489], [-1.2049, 4.5469, -0.7308], [-0.3060, 3.7609, -1.6691], [0.4696, 4.6722, -2.5879], [-0.4307, 5.2506, -3.5358], [0.2489, 5.9862, -4.5066], [0.6150, 2.8541, -1.0020], [-0.6287, 5.1816, -0.0501], [-1.8045, 3.8705, -0.1174], [-1.9021, 5.1847, -1.2839], [-0.9501, 3.1621, -2.3196], [1.2290, 4.0889, -3.1246], [0.9591, 5.4933, -2.0446], [0.8547, 5.3383, -5.1581], [0.9159, 6.7360, -4.0562], [-0.4950, 6.4924, -5.1223], [1.3311, 3.3707, -0.5011], [0.1179, 2.2965, -0.3079]],
  "forces_ev_per_angstrom": [[-0.096, 0.059, -0.009], [-0.029, -0.065, 0.094], [-0.009, -0.199, 0.479], [0.339, 0.370, -0.083], [-0.045, -0.310, 0.189], [0.014, -0.024, -0.310], [-0.786, -0.124, -0.617], [0.072, 0.087, -0.080], [-0.029, 0.056, -0.046], [0.029, 0.076, -0.100], [0.038, 0.188, -0.097], [-0.054, -0.002, 0.096], [-0.062, -0.108, -0.051], [-0.018, 0.023, 0.043], [-0.091, -0.020, 0.056], [-0.014, 0.073, -0.014], [0.257, -0.023, 0.251], [0.462, 0.029, 0.222], [0.270, -0.003, -0.104], [-0.006, 0.308, -0.082], [-0.105, 0.123, -0.084], [0.158, -0.145, 0.284], [-0.200, 0.228, -0.336], [-0.140, 0.251, 0.685], [-0.008, -0.029, 0.006], [-0.003, -0.059, 0.053], [-0.078, -0.049, 0.019], [-0.074, -0.096, -0.053], [-0.019, -0.039, 0.084], [0.000, -0.067, 0.025], [0.053, -0.043, 0.089], [0.101, 0.031, -0.022], [-0.005, -0.123, -0.046], [0.039, -0.157, -0.354], [0.024, -0.174, -0.180], [-0.438, 0.175, 0.206], [-0.162, -0.029, 0.103], [-0.162, 0.132, -0.607], [0.056, -0.155, 0.342], [0.104, 0.107, -0.225], [0.175, 0.001, -0.063], [0.095, -0.037, -0.060], [0.107, -0.050, -0.002], [0.115, -0.008, -0.034], [0.038, -0.092, 0.006], [0.037, 0.017, 0.083], [0.113, -0.104, 0.127], [0.000, 0.029, 0.079], [-0.056, -0.001, -0.040], [0.031, 0.024, 0.021], [-0.081, 0.044, 0.076], [0.045, -0.096, -0.019]],
  "homo_energy_ev": -4.4,
  "total_charge": -1,
  "e_lumo_ev": 2.80,
  "spin_multiplicity": 1
}

---

no.,molecular weight (u)
1,288.4
2,146.6
3,283.7
4,107.1
5,322.2
6,394.3